# 1
# C41H18Cl56F17NO8S2

A molecular structure, C41H18Cl56F17NO8S2 at a distorted geometry (ωB97M-V with the def2-TZVPD basis set, OMol25).

Atoms and positions in Å:
C: -0.58756 -6.73684 3.48712
C: -0.38934 -6.03885 2.03712
C: 1.16477 -5.61416 1.92798
O: 1.40952 -4.18968 2.08509
C: 0.76138 -3.44326 1.05850
O: 0.92794 -3.66348 -0.16248
C: -0.27432 -2.29134 1.51937
S: 0.66923 -0.69759 1.81852
C: 0.01729 0.47139 0.54844
C: 0.15120 0.08246 -0.94836
C: -0.36867 0.97793 -2.13429
C: -0.12618 0.41935 -3.60148
C: 0.11025 1.51371 -4.73927
C: 1.49540 2.31837 -4.61997
F: 1.76767 2.83298 -3.32757
F: 1.32433 3.48227 -5.47488
C: 2.74925 1.51548 -5.27530
F: 2.58389 0.09641 -5.21814
F: 2.67639 1.82993 -6.68179
C: 4.18453 2.02909 -4.79329
F: 4.12786 3.46467 -4.84003
F: 5.11979 1.66544 -5.80226
C: 4.61477 1.58118 -3.30723
F: 3.62386 0.76361 -2.65827
F: 4.62532 2.79437 -2.53691
C: 5.98450 0.76525 -3.21427
F: 5.85485 -0.42542 -4.01334
F: 7.10904 1.45306 -3.75902
C: 6.41110 0.26568 -1.75681
F: 7.69493 -0.37080 -1.92182
F: 5.57609 -0.77344 -1.23321
C: 6.62566 1.41202 -0.65212
F: 7.13361 2.63183 -1.14073
F: 5.34558 1.60353 -0.02564
C: 7.62957 0.95801 0.54622
F: 8.98903 1.18780 0.15424
F: 7.40743 -0.36508 0.96408
F: 7.44203 1.78779 1.69615
C: -1.07328 2.28900 -1.73562
O: -1.62455 3.15640 -2.74544
N: -2.98557 3.05462 -2.82500
O: -3.38179 1.95673 -2.58750
C: -1.22989 2.74600 -0.23969
C: -0.65793 1.82499 0.90044
C: -0.81910 2.37136 2.41172
O: -0.89692 1.59551 3.40359
C: -0.82198 3.97496 2.55303
C: -1.31694 4.81736 1.52344
C: -1.91164 4.11122 0.19929
O: -2.84737 4.69498 -0.39638
O: -0.64559 -7.05132 1.02477
C: -0.85570 -6.47708 -0.25740
O: -1.55051 -5.45633 -0.47305
C: -0.20667 -7.19348 -1.56385
S: -1.48490 -7.19842 -2.94449
H: -0.47774 -5.88380 4.25722
H: -1.65997 -7.13352 3.61292
H: 0.19979 -7.53893 3.66019
H: -1.12630 -5.16919 2.00033
H: 1.61467 -5.92300 0.90714
H: 1.74100 -6.15681 2.75628
H: -0.79433 -2.56357 2.50060
H: -1.03150 -2.18701 0.66577
H: 0.64715 -0.91491 -1.18519
H: 0.75835 -0.30345 -3.55314
H: -1.06274 -0.18800 -3.90937
H: 0.18202 0.93224 -5.74201
H: -0.73742 2.26420 -4.88642
H: -0.36040 4.46580 3.51299
H: -1.31172 5.96161 1.57741
H: 0.69911 -6.63061 -1.96418
H: 0.01039 -8.29102 -1.32808
H: -1.60724 -5.84832 -3.29132
C: 2.54605 -7.39699 6.06813
Cl: 2.65941 -7.49579 4.29638
Cl: 3.92296 -8.24897 6.79775
Cl: 2.57374 -5.69104 6.56349
Cl: 1.02902 -8.15257 6.60598
C: -0.50033 6.90264 -6.33850
Cl: 0.46878 5.54475 -5.72841
Cl: -1.38988 7.64883 -4.99276
Cl: 0.57092 8.11071 -7.08234
Cl: -1.65402 6.30755 -7.55249
C: 1.67852 -7.27826 10.38550
Cl: 3.34632 -6.70212 10.17866
Cl: 1.10378 -6.85490 12.01244
Cl: 0.63272 -6.51360 9.16976
Cl: 1.63187 -9.04275 10.18157
C: -1.62633 -1.41769 5.81096
Cl: -0.83242 0.08044 6.33754
Cl: -2.51691 -1.11912 4.30279
Cl: -0.39784 -2.67248 5.53557
Cl: -2.75783 -1.96270 7.06869
C: -0.98710 -0.28747 -8.73100
Cl: -1.64917 -1.78749 -8.04718
Cl: -0.49547 -0.56968 -10.41376
Cl: -2.22557 0.98483 -8.67970
Cl: 0.42199 0.22601 -7.77777
C: -2.79293 5.93409 5.61840
Cl: -2.59827 7.65441 5.21835
Cl: -4.48059 5.44960 5.34885
Cl: -1.72317 4.96027 4.57760
Cl: -2.36633 5.67040 7.32419
C: 12.33709 0.69801 -1.90421
Cl: 12.54345 2.42151 -2.28290
Cl: 10.65484 0.22091 -2.21582
Cl: 13.42562 -0.26706 -2.92436
Cl: 12.72464 0.41701 -0.19329
C: -5.92106 0.97338 -4.64108
Cl: -6.12466 2.67185 -4.16304
Cl: -7.21681 0.51691 -5.76828
Cl: -4.34520 0.76644 -5.43908
Cl: -5.99571 -0.06106 -3.19894
C: -6.97068 1.43647 -10.04054
Cl: -5.29068 1.40620 -9.46432
Cl: -8.05470 1.07451 -8.68209
Cl: -7.34802 3.04628 -10.69028
Cl: -7.18500 0.21787 -11.31533
C: -8.57012 -0.00523 0.31521
Cl: -7.28586 -1.22301 0.15220
Cl: -8.66303 0.96020 -1.17277
Cl: -10.12537 -0.81829 0.59239
Cl: -8.20528 1.05978 1.68957
C: 3.30526 -0.99215 5.06100
Cl: 2.76775 -1.60330 6.64090
Cl: 3.12708 0.77513 5.01849
Cl: 5.01067 -1.42228 4.80959
Cl: 2.31641 -1.71651 3.77416
C: -9.33720 4.98086 -3.03125
Cl: -8.04898 6.08020 -3.56906
Cl: -9.88267 3.99202 -4.40302
Cl: -8.71394 3.92068 -1.74939
Cl: -10.70259 5.92942 -2.40455
C: 1.83344 7.11576 5.30716
Cl: 1.30475 6.50327 6.88823
Cl: 1.65218 8.88215 5.26489
Cl: 3.53756 6.68786 5.04503
Cl: 0.83622 6.38810 4.02845
C: -5.58354 -2.14315 10.15317
Cl: -5.38798 -0.42295 9.75575
Cl: -7.26857 -2.62900 9.87003
Cl: -4.50669 -3.11361 9.12517
Cl: -5.16931 -2.40794 11.86022

Force components x, y, z for each atom (eV/Å):
-0.56 0.91 -0.51
0.39 -0.35 2.15
0.41 -0.91 -0.83
-1.94 0.69 -1.25
-0.22 -0.16 -2.68
-0.29 0.51 4.42
0.31 -1.00 -0.13
-1.51 1.07 -1.80
-1.70 1.67 -3.18
-1.45 3.07 0.65
-0.11 0.45 3.96
-0.65 0.42 0.38
0.81 -0.49 -0.50
-1.45 1.02 -0.48
-0.23 -1.29 -2.53
1.24 -3.51 2.04
-0.69 -0.16 -1.96
0.63 3.20 0.30
0.35 -0.87 3.07
0.40 1.40 -1.92
0.06 -3.43 0.19
-1.79 0.44 2.66
-1.13 1.12 1.90
2.18 1.64 -1.91
0.59 -3.11 -1.64
1.57 -1.41 -1.64
-0.12 2.75 1.86
-2.91 -1.10 1.40
1.40 -2.15 0.73
-2.70 1.53 0.17
1.71 3.00 -1.47
-0.89 0.75 1.69
-1.45 -2.83 0.75
2.89 -0.10 -1.60
1.51 0.51 1.86
-3.72 -1.10 0.97
0.77 3.23 -1.31
0.18 -2.06 -3.07
1.31 -1.98 2.35
2.00 -0.60 2.04
-1.89 -1.95 -0.62
0.26 1.74 0.07
1.70 -2.86 -0.48
-0.12 -0.18 -2.49
0.12 -1.31 1.21
0.35 3.26 -3.72
0.12 0.69 -2.74
1.08 -2.94 0.87
-1.06 1.71 -0.29
3.13 -2.31 1.51
0.15 1.70 -2.03
-1.56 2.26 -1.58
2.56 -3.43 1.64
-0.72 0.03 0.87
0.47 0.59 0.24
0.07 -1.38 -1.06
1.71 0.43 -0.34
-1.35 1.05 -0.23
1.10 -1.09 -0.44
-0.93 0.31 1.57
-0.94 1.35 -1.49
0.78 0.32 -1.39
1.21 -0.06 1.30
-0.70 1.51 0.31
-1.27 1.03 -0.08
1.48 0.95 0.50
-0.11 1.21 2.10
1.30 -0.95 0.58
0.04 -1.99 -2.84
-0.25 -1.94 -0.07
-1.09 -0.77 1.06
-0.13 1.61 -0.51
0.45 -1.21 0.76
-0.02 -0.01 0.21
0.50 -0.32 0.61
-0.27 0.14 -0.16
0.07 -0.23 -0.28
0.38 -0.15 -0.63
0.19 0.00 0.18
-1.03 1.70 -0.48
0.10 -0.10 -0.21
-0.18 -0.14 0.08
0.16 0.08 0.17
-0.05 0.05 0.03
-0.28 -0.08 0.04
0.10 -0.08 -0.26
0.04 0.13 0.82
0.02 0.28 0.03
-0.02 0.14 0.02
-0.12 -0.33 -0.11
0.12 -0.08 0.25
-0.31 0.06 0.03
0.40 0.26 -0.46
-0.08 -0.12 -0.11
0.10 0.27 -0.08
-0.08 0.07 0.34
0.35 -0.15 0.09
-0.12 -0.31 -0.84
-0.10 0.00 0.44
0.02 -0.29 0.03
0.30 0.08 0.01
-2.73 0.99 2.25
-0.10 0.06 -0.20
-0.03 -0.02 -0.02
-0.04 -0.28 0.07
0.38 0.07 -0.03
-0.17 0.16 0.17
-0.07 0.05 -0.28
-0.09 0.06 0.22
-0.02 -0.30 -0.15
0.40 0.02 0.51
-0.19 0.00 -0.02
0.08 0.13 -0.31
-0.05 0.04 0.00
-0.36 -0.05 -0.14
0.00 0.14 -0.61
0.07 -0.28 0.12
0.06 0.21 0.23
-0.03 -0.01 -0.07
-0.17 0.17 0.03
-0.03 -0.46 0.46
0.27 0.13 -0.04
-0.05 -0.17 -0.24
-0.03 -0.08 -0.01
0.14 0.11 -0.19
-0.01 -0.28 0.00
-0.28 0.07 0.03
1.15 -0.30 1.08
0.03 0.05 0.03
-0.19 -0.19 0.07
0.10 0.14 0.23
-0.16 0.50 -0.35
0.22 -0.15 -0.11
0.12 0.08 0.07
0.06 0.09 -0.31
0.00 -0.32 -0.01
-0.30 0.06 0.04
0.90 0.69 0.11
-0.07 0.07 0.06
-0.01 -0.31 0.05
0.30 0.08 0.04
-0.40 -0.05 0.44
-0.06 0.04 -0.30

## Properties
2S+1: 1
orbital gap: 7.3659 eV
charge: 0
E_tot: -829781.821 eV
LUMO level: -1.7 eV

=====

# 2
# C10H16

2 unconnected molecules or ions with the total composition C10H16 at a distorted geometry (ωB97M-V with the def2-TZVPD basis set, OMol25).

Atoms and positions in Å:
C: 0.50241 1.42676 -3.02244
C: 1.23585 1.45727 -1.66875
H: 0.92573 0.66767 -3.68246
H: -0.56430 1.37391 -2.82972
H: 0.72897 2.34453 -3.56653
H: 2.32051 1.50452 -1.79725
H: 0.99335 0.60191 -1.03623
H: 0.96570 2.39225 -1.16562
C: 0.04792 -2.11289 0.35919
C: 1.19370 -2.73353 1.13006
C: -0.49358 -0.83884 0.83423
C: 0.24766 0.01232 1.65979
C: -1.83639 -0.44031 0.43654
C: -0.25841 1.26683 1.86313
C: -2.32761 0.81062 0.74252
C: -1.58474 1.69049 1.49148
H: 0.24260 -2.01641 -0.71615
H: -0.78529 -2.82629 0.25878
H: 0.95049 -2.78489 2.19642
H: 1.20849 -0.28111 2.04713
H: -2.31927 -1.11403 -0.25741
H: 0.42518 1.89878 2.42535
H: -3.38244 0.99213 0.55394
H: -1.89606 2.66110 1.84663
H: 2.15013 -2.20571 1.13538
H: 1.30939 -3.74707 0.76199

Force components x, y, z for each atom (eV/Å):
1.07 0.34 0.35
0.08 0.57 -0.48
-0.60 -0.41 0.20
-0.15 -0.29 -0.50
-0.27 0.19 0.16
-0.10 -0.18 0.00
0.01 0.02 0.00
-0.05 -0.25 0.27
-0.49 -0.41 -0.23
0.03 0.01 0.64
-0.23 -0.21 0.11
-0.73 0.47 -0.41
1.14 0.48 -0.62
0.99 -0.01 1.01
-1.65 -0.84 0.16
1.60 -0.36 0.28
0.43 0.34 -0.20
-0.05 0.01 0.41
-0.26 -0.22 -0.12
0.12 0.06 -0.04
-0.50 -0.02 0.25
-0.52 0.46 -0.10
0.26 0.30 -0.36
-0.37 0.01 -0.21
-0.12 0.01 -0.63
0.36 -0.07 0.06

## Properties
2S+1: 2
orbital gap (alpha / beta): 10.2978 / 6.6018 eV
<S²>: 0.768
charge: +1
E_tot: -10620.616 eV
LUMO level (alpha / beta): -4.3 / -8.1 eV
ΔE to the lowest compared entry with this formula, charge and spin: 0.2573 eV

=====

# 3
# C21H33FNO14

5 unconnected molecules or ions with the total composition C21H33FNO14 at a distorted geometry (ωB97M-V with the def2-TZVPD basis set, OMol25).

Atoms and positions in Å:
C: -3.56928 2.51388 -2.33902
C: -2.15154 2.25450 -2.86934
C: -1.98623 0.87760 -3.54670
O: -1.04047 0.08068 -2.88125
N: -1.73337 -0.86207 -1.96376
C: -1.13976 -0.64640 -0.67280
C: -1.91273 0.26981 0.24832
O: -1.50026 1.11210 1.01488
F: -3.26150 0.07101 0.20823
H: -4.16250 3.06256 -3.06473
H: -4.05675 1.56689 -2.13760
H: -3.54152 3.05294 -1.39896
H: -1.49398 2.21778 -2.00846
H: -1.82493 3.06313 -3.51526
H: -2.93226 0.34665 -3.50206
H: -1.65029 0.98715 -4.57994
H: -0.11394 -0.28371 -0.71810
H: -1.12307 -1.62001 -0.17608
C: 1.10310 -1.93329 2.80686
C: 2.29238 -1.13744 2.31441
C: 2.23984 0.34346 2.60428
O: 3.08282 0.87709 1.56496
C: 3.01409 0.02253 0.51603
O: 3.46096 0.25160 -0.56151
O: 2.38669 -1.11618 0.87062
H: 1.34755 -2.44212 3.73897
H: 0.25226 -1.28798 3.00196
H: 0.79867 -2.67915 2.07312
H: 3.22618 -1.57562 2.68114
H: 2.62787 0.61411 3.58303
H: 1.23561 0.75259 2.47971
C: -4.75074 -3.10348 -3.27995
C: -3.33146 -2.94733 -2.76652
C: -2.30487 -3.86627 -3.38424
O: -1.32104 -3.94568 -2.35464
C: -1.94695 -3.72281 -1.17766
O: -1.42746 -3.81923 -0.11423
O: -3.22528 -3.33329 -1.38056
H: -4.98031 -2.32186 -4.00316
H: -4.90352 -4.06636 -3.77452
H: -5.46336 -3.03158 -2.46001
H: -2.99989 -1.90733 -2.82700
H: -1.86207 -3.47881 -4.29887
H: -2.70451 -4.87129 -3.56300
C: 6.12079 1.62736 -0.87817
C: 7.44766 1.95229 -1.53216
C: 8.39619 0.79267 -1.70986
O: 9.67596 1.44904 -1.73957
C: 9.56042 2.58925 -1.01483
O: 10.47476 3.27488 -0.69256
O: 8.26601 2.82754 -0.71296
H: 5.33714 1.52951 -1.62310
H: 6.15667 0.68778 -0.32869
H: 5.82935 2.41013 -0.18105
H: 7.28844 2.46761 -2.48277
H: 8.23613 0.23166 -2.62676
H: 8.38063 0.11254 -0.85585
C: -5.24886 0.65718 3.93591
C: -4.01033 0.84864 4.78826
C: -3.27537 2.15590 4.60615
O: -1.93781 1.80112 4.99161
C: -1.78423 0.48296 4.72312
O: -0.74658 -0.09205 4.72379
O: -2.97368 -0.08360 4.42697
H: -6.14760 0.85592 4.51930
H: -5.25398 1.32803 3.07700
H: -5.29865 -0.36273 3.56057
H: -4.24076 0.67998 5.84451
H: -3.65098 2.96203 5.23222
H: -3.25349 2.47563 3.56232

Force components x, y, z for each atom (eV/Å):
0.29 -0.08 -0.27
-0.44 -0.42 0.38
0.45 0.17 0.48
0.01 -0.08 -0.25
0.53 0.48 0.20
-0.60 -0.16 -0.49
0.58 0.94 1.00
-0.54 -0.77 -0.72
0.23 0.06 0.03
-0.26 0.12 -0.02
-0.14 -0.20 0.07
-0.08 0.32 0.10
0.35 0.09 0.06
0.11 0.19 -0.10
-0.32 -0.07 -0.31
-0.03 0.02 -0.19
0.18 0.13 0.08
0.05 0.07 0.43
-0.12 -0.04 -0.15
-0.29 -0.15 0.09
0.09 0.12 0.06
-0.03 0.01 0.07
-0.20 -0.10 0.17
0.10 0.02 -0.20
0.15 0.03 0.04
0.02 0.01 0.00
-0.07 0.01 -0.07
0.12 -0.03 -0.04
0.05 0.07 -0.03
0.12 0.07 -0.07
-0.05 -0.10 0.00
0.06 -0.33 0.01
-0.88 -0.15 -0.71
0.01 0.16 -0.05
-0.01 -0.58 0.10
-0.25 0.85 -0.72
0.21 -0.48 0.62
0.30 -0.19 0.09
0.01 0.05 0.01
-0.07 -0.09 0.06
0.00 0.10 0.04
0.14 -0.17 0.26
0.14 0.08 0.09
-0.04 -0.03 -0.05
0.17 -0.02 0.00
-0.29 -0.03 0.26
0.13 -0.02 -0.18
-0.08 -0.10 0.00
-0.20 -0.06 0.01
0.19 0.11 0.06
0.05 -0.02 -0.13
-0.05 -0.01 0.01
0.04 0.02 0.06
-0.01 0.08 -0.06
0.08 0.03 -0.01
0.14 0.05 -0.06
-0.10 0.02 0.03
-0.02 0.11 -0.08
-0.23 -0.06 -0.26
0.06 0.17 0.05
-0.12 0.03 0.05
-0.17 0.07 -0.39
0.29 -0.06 0.23
0.02 0.00 0.23
0.01 -0.02 0.02
0.10 -0.07 -0.07
0.02 -0.04 0.06
0.05 0.00 0.02
0.15 -0.01 0.10
-0.07 -0.08 -0.04

## Properties
2S+1: 1
orbital gap: 5.0904 eV
charge: -1
E_tot: -55184.456 eV
LUMO level: 2.4 eV

=====

# 4
# C4H6N4

2 unconnected molecules or ions with the total composition C4H6N4 at a distorted geometry (ωB97M-V with the def2-TZVPD basis set, OMol25).

Atoms and positions in Å:
C: -0.20656 -0.94870 -0.09118
C: -2.42509 -0.07352 -0.11161
C: 2.66002 0.30721 0.10775
C: -1.22714 -0.09974 -0.58342
N: 0.66722 -1.58837 0.26605
N: 2.00692 1.27409 0.15686
N: -3.57620 -0.05501 0.35614
N: 3.27256 -0.77535 -0.03085
H: -0.95244 0.49239 -1.45656
H: 1.98690 2.21683 0.50834
H: -3.85968 0.60843 1.08851
H: -4.31894 -0.69143 0.03649
H: 3.14110 -1.55071 0.62066
H: 3.93309 -0.92476 -0.79435

Force components x, y, z for each atom (eV/Å):
-0.31 -0.04 0.20
-0.16 -0.07 0.15
-0.48 1.51 0.19
0.03 0.12 -0.64
0.23 -0.49 0.30
0.13 -0.56 -0.22
-0.53 0.10 0.18
1.07 -1.30 -0.17
-0.36 0.18 0.00
0.19 0.22 0.18
0.15 -0.05 -0.06
0.20 0.03 -0.11
-0.12 0.18 -0.04
-0.06 0.17 0.07

## Properties
2S+1: 1
orbital gap: 11.0361 eV
charge: +2
E_tot: -10185.136 eV
LUMO level: -8.8 eV
ΔE to the lowest compared entry with this formula, charge and spin: 0.4725 eV